{
  "formula": "C7H16N2O",
  "method": "the ωB97M-V functional and the def2-TZVPD basis",
  "symbols": ["C", "C", "C", "C", "C", "C", "C", "N", "N", "O", "H", "H", "H", "H", "H", "H", "H", "H", "H", "H", "H", "H", "H", "H", "H", "H"],
  "positions_angstrom": [[0.031, 0.270, -0.452], [-0.281, -0.553, 0.841], [0.725, -0.662, -1.465], [0.892, 1.493, -0.140], [0.931, -0.792, 1.748], [1.084, 0.036, -2.770], [-1.343, 0.127, 1.696], [-1.194, 0.752, -1.079], [-2.266, -0.725, 2.209], [-1.389, 1.314, 1.931], [-0.673, -1.526, 0.519], [-1.863, -0.002, -1.196], [-1.619, 1.468, -0.502], [-2.215, -1.719, 2.083], [-2.959, -0.358, 2.841], [0.045, -1.490, -1.688], [1.626, -1.084, -1.017], [0.472, 2.029, 0.706], [0.888, 2.156, -1.000], [1.915, 1.207, 0.084], [0.663, -1.470, 2.557], [1.751, -1.235, 1.190], [1.266, 0.144, 2.186], [1.893, 0.745, -2.623], [1.402, -0.695, -3.510], [0.216, 0.569, -3.149]],
  "mulliken_charge": [1.4691, 0.1938, -0.6624, -2.1936, -1.6682, -1.3701, 0.0875, -0.7340, -0.3141, -0.6231, 0.5676, 0.2705, 0.3163, 0.2176, 0.2581, 0.4416, 0.2344, 0.4145, 0.5460, 0.3654, 0.4190, 0.3549, 0.3670, 0.2790, 0.4238, 0.3394],
  "energy_ha": -461.1038,
  "e_above_lowest_kcal_mol": 0.00,
  "smiles": "CC[C@@](C)(N)[C@@H](C)C(N)=O",
  "homo_ev": -9.1
}

***

{
  "formula": "C7H16N2O",
  "method": "the ωB97M-V functional and the def2-TZVPD basis",
  "symbols": ["C", "C", "C", "C", "C", "C", "N", "C", "N", "H", "H", "H", "H", "H", "H", "H", "H", "H", "H", "H", "H", "H", "H", "O", "H", "H"],
  "positions_angstrom": [[-2.602, 1.398, -0.242], [-1.667, 0.265, 0.191], [-2.150, -1.067, -0.383], [-0.228, 0.640, -0.196], [0.931, -0.242, 0.335], [0.802, -0.520, 1.837], [0.987, -1.503, -0.385], [2.188, 0.570, 0.105], [3.130, 1.195, 0.508], [-3.642, 1.176, 0.041], [-2.321, 2.353, 0.226], [-2.573, 1.531, -1.334], [-1.720, 0.203, 1.290], [-2.009, -1.090, -1.476], [-1.604, -1.918, 0.041], [-3.223, -1.200, -0.180], [-0.151, 0.676, -1.295], [-0.047, 1.664, 0.164], [-0.045, -1.197, 2.004], [1.709, -1.009, 2.216], [0.645, 0.410, 2.398], [1.019, -1.387, -1.395], [1.738, -2.108, -0.071], [3.451, 0.509, -1.785], [3.997, 1.103, -0.896], [3.384, -0.450, -1.718]],
  "mulliken_charge": [-1.5925, 0.9391, -1.3991, -1.6370, 2.0107, -1.7836, -0.5946, -0.2519, -0.7341, 0.4179, 0.3892, 0.3357, 0.1816, 0.2766, 0.3275, 0.4268, 0.5148, 0.4434, 0.3888, 0.4723, 0.3425, 0.2872, 0.2718, -0.7694, 0.4436, 0.2928],
  "energy_ha": -460.9875,
  "e_above_lowest_kcal_mol": 73.01,
  "smiles": "CC(C)C[C@@](C)(N)C#N.O",
  "homo_ev": -9.5
}

***

{
  "formula": "C7H16N2O",
  "method": "the ωB97M-V functional and the def2-TZVPD basis",
  "symbols": ["C", "C", "C", "C", "C", "H", "H", "H", "H", "H", "H", "H", "H", "H", "H", "C", "C", "N", "O", "N", "H", "H", "H", "H", "H", "H"],
  "positions_angstrom": [[-0.785, 0.731, -0.433], [-1.028, 1.527, -1.717], [-0.850, 1.644, 0.784], [-0.416, -1.589, 1.104], [-1.461, -2.015, 1.819], [-1.600, 0.004, -0.385], [-0.207, -2.453, 0.448], [-1.924, 2.155, -1.638], [-1.207, 0.855, -2.563], [-0.174, 2.164, -1.968], [-1.617, 2.423, 0.688], [-1.125, 1.085, 1.684], [0.102, 2.153, 0.967], [-1.803, -1.416, 2.655], [-2.117, -2.793, 1.447], [1.096, -0.822, -1.827], [0.955, 0.103, -0.652], [1.362, -0.503, 2.169], [0.984, -1.274, 1.000], [1.865, 0.940, -0.313], [1.629, 0.391, 1.742], [2.243, -0.940, 2.431], [2.648, 0.948, -0.967], [1.021, -1.877, -1.552], [0.345, -0.748, -2.612], [2.067, -0.693, -2.311]],
  "mulliken_charge": [0.6293, -1.5991, -1.3321, 0.1799, -0.6770, 0.3559, 0.0758, 0.4481, 0.3636, 0.3448, 0.4373, 0.2335, 0.2892, 0.2857, 0.2693, -1.3498, 0.8890, -0.5736, -0.1868, -0.7879, 0.2625, 0.2653, 0.2326, 0.2881, 0.2901, 0.3662],
  "energy_ha": -460.8275,
  "e_above_lowest_kcal_mol": 173.38,
  "smiles": "[H]/N=C(\\C)C(C)C.C=CON",
  "homo_ev": -8.9
}

***

{
  "formula": "C7H16N2O2S",
  "method": "the ωB97M-V functional and the def2-TZVPD basis",
  "symbols": ["C", "C", "C", "C", "C", "C", "C", "N", "N", "O", "O", "S", "H", "H", "H", "H", "H", "H", "H", "H", "H", "H", "H", "H", "H", "H", "H", "H"],
  "positions_angstrom": [[3.141, 0.519, 0.862], [-4.182, -0.631, 0.393], [2.046, 1.483, 0.335], [1.283, 0.638, -0.690], [-0.076, 1.163, -1.004], [-1.220, 0.951, 0.018], [-1.415, -0.490, 0.509], [3.413, -3.203, -0.027], [3.339, -0.604, 0.362], [4.125, -1.487, 0.754], [2.227, -3.154, -0.467], [-2.808, -0.889, 1.672], [3.893, 0.933, 1.576], [-4.240, 0.369, 0.332], [-5.006, -1.158, 0.890], [-4.019, -1.222, -0.555], [2.426, 2.356, -0.040], [1.489, 1.715, 1.165], [1.861, 0.657, -1.506], [1.123, -0.343, -0.500], [-0.514, 0.649, -1.815], [-0.124, 2.334, -1.123], [-2.150, 1.466, -0.385], [-0.950, 1.474, 1.014], [-1.501, -0.937, -0.532], [-0.557, -1.080, 1.064], [3.534, -3.912, 0.700], [4.215, -3.074, -0.722]],
  "mulliken_charge": [-0.4190, -0.8707, -0.6687, -0.7699, -0.9505, -0.2795, -0.5780, -0.0281, 0.2529, -0.5569, -0.3711, -0.0651, 0.3893, 0.2934, 0.3427, 0.2566, 0.4817, 0.3494, 0.5630, 0.3784, 0.4331, 0.2360, 0.2897, 0.2320, 0.2640, 0.1954, 0.2824, 0.3174],
  "energy_ha": -934.1999,
  "e_above_lowest_kcal_mol": 170.10,
  "homo_ev": [-8.4, -8.4]
}

***

{
  "formula": "C7H16N2O3SSi",
  "method": "the ωB97M-V functional and the def2-TZVPD basis",
  "symbols": ["C", "C", "C", "C", "C", "C", "C", "N", "N", "O", "O", "O", "Si", "S", "H", "H", "H", "H", "H", "H", "H", "H", "H", "H", "H", "H", "H", "H", "H", "H"],
  "positions_angstrom": [[-0.738, 1.808, -0.379], [0.451, 1.426, -1.211], [-1.553, -0.349, -1.028], [-2.916, 1.129, 0.302], [0.454, -2.706, -1.230], [-0.255, -1.650, 1.593], [2.272, 1.414, 1.569], [-1.751, 0.929, -0.521], [0.997, 0.198, -0.591], [-0.906, 2.905, 0.149], [3.405, 1.058, -0.671], [2.783, -0.958, 0.604], [-0.020, -1.176, -0.267], [2.485, 0.402, 0.160], [0.186, 1.240, -2.213], [1.409, 2.014, -1.249], [-2.524, -0.886, -0.853], [-1.475, -0.457, -2.129], [-3.952, 0.650, -0.125], [-2.941, 0.487, 1.192], [-3.110, 2.149, 0.630], [1.542, -2.920, -1.147], [-0.301, -3.597, -1.165], [0.411, -2.509, -2.329], [-0.459, -2.703, 1.599], [0.877, -1.529, 1.970], [-0.886, -1.075, 2.253], [1.322, 1.109, 1.976], [3.166, 1.293, 2.122], [2.030, 2.302, 0.988]],
  "mulliken_charge": [0.9508, -1.1397, -0.8306, -0.9850, -1.0707, -1.0097, -0.8494, 0.1050, 0.2323, -0.6668, -0.6427, -0.6928, 0.1662, 0.9978, 0.3223, 0.5097, 0.4750, 0.1812, 0.2756, 0.3358, 0.3409, 0.3445, 0.3107, 0.3053, 0.4027, 0.2514, 0.3545, 0.2596, 0.4399, 0.3261],
  "energy_ha": -1299.2235,
  "e_above_lowest_kcal_mol": 11.88,
  "smiles": "CN1C[Si](C)(C)N(S(C)(=O)=O)CC1=O",
  "homo_ev": -9.2
}

***

{
  "formula": "C7H16N2PS",
  "method": "the ωB97M-V functional and the def2-TZVPD basis",
  "symbols": ["N", "P", "N", "C", "C", "C", "C", "C", "S", "C", "C", "H", "H", "H", "H", "H", "H", "H", "H", "H", "H", "H", "H", "H", "H", "H", "H"],
  "positions_angstrom": [[1.473, 0.314, 3.335], [0.692, 1.439, 2.694], [-0.283, 1.164, 1.228], [-0.406, 0.021, 0.658], [-1.225, 0.083, -0.590], [-0.853, -0.898, -1.727], [-0.159, -2.209, -1.329], [1.368, -2.187, -1.086], [2.010, -0.488, -0.905], [-1.126, 1.587, -0.918], [-0.975, 2.236, 0.454], [1.617, -0.627, 3.006], [1.378, 2.551, 2.177], [-0.314, 2.065, 3.444], [0.007, -0.866, 1.125], [-2.252, -0.159, -0.278], [-1.777, -1.168, -2.238], [-0.252, -0.353, -2.460], [-0.358, -2.926, -2.125], [-0.663, -2.623, -0.451], [1.609, -2.746, -0.184], [1.895, -2.656, -1.914], [3.208, -0.830, -0.409], [-0.238, 1.745, -1.532], [-1.994, 1.974, -1.446], [-0.385, 3.152, 0.474], [-1.937, 2.413, 0.938]],
  "mulliken_charge": [-0.5956, 0.3300, 0.1847, -0.5971, 0.4074, -1.1786, -0.8289, -0.6585, -0.2080, -0.7646, -0.6983, 0.2868, 0.0999, 0.1143, 0.4707, 0.3819, 0.5008, 0.4662, 0.4292, 0.3299, 0.3623, 0.4507, 0.1994, 0.3563, 0.3601, 0.4396, 0.3594],
  "energy_ha": -1125.0904,
  "smiles": "N=[PH2][N+]1=C[C@H](CCCS)CC1",
  "homo_ev": -12.7,
  "charge": 1
}

***

{
  "formula": "C7H16N2Si",
  "method": "the ωB97M-V functional and the def2-TZVPD basis",
  "symbols": ["C", "C", "C", "C", "C", "C", "C", "N", "N", "Si", "H", "H", "H", "H", "H", "H", "H", "H", "H", "H", "H", "H", "H", "H", "H", "H"],
  "positions_angstrom": [[1.984, 1.676, 0.097], [1.732, -1.318, 1.242], [2.657, -0.867, -1.162], [-0.903, 2.123, -1.373], [-1.298, 1.189, 1.520], [-2.615, -0.332, -0.601], [1.355, -1.140, -0.235], [2.767, 2.349, 0.551], [0.448, -0.188, -0.533], [-0.986, 0.641, -0.281], [0.949, -1.925, 1.834], [2.529, -2.075, 1.502], [1.682, -0.314, 1.638], [3.478, -1.523, -0.898], [2.846, 0.189, -0.930], [2.491, -0.844, -2.247], [0.041, 2.647, -1.039], [-0.751, 1.791, -2.373], [-1.792, 2.797, -1.362], [-1.644, 0.192, 1.957], [-0.371, 1.334, 1.921], [-1.920, 1.978, 2.027], [-2.646, -1.117, -1.307], [-3.111, -0.726, 0.305], [-3.255, 0.494, -0.905], [1.088, -2.088, -0.646]],
  "mulliken_charge": [-0.0362, -1.0304, -1.0187, -0.9230, -1.0581, -1.1148, 0.1943, -0.4745, 0.1265, 0.0524, 0.2938, 0.3866, 0.2524, 0.3964, 0.2669, 0.3231, 0.2743, 0.3077, 0.3325, 0.2618, 0.4234, 0.3657, 0.3866, 0.3110, 0.2604, 0.4398],
  "energy_ha": -675.1313,
  "e_above_lowest_kcal_mol": 88.48,
  "homo_ev": [-10.0, -9.9]
}

***

{
  "formula": "C7H16N3",
  "method": "the ωB97M-V functional and the def2-TZVPD basis",
  "symbols": ["C", "C", "C", "C", "C", "C", "C", "N", "N", "N", "H", "H", "H", "H", "H", "H", "H", "H", "H", "H", "H", "H", "H", "H", "H", "H"],
  "positions_angstrom": [[-2.852, -0.234, -0.582], [-1.529, 0.087, -0.013], [-3.508, -1.484, -0.224], [-0.158, 0.002, 0.156], [0.587, 2.400, -0.086], [3.363, -1.468, 0.559], [0.985, 0.987, -0.507], [2.360, -0.922, -0.242], [2.236, 0.575, -0.128], [-2.613, 0.560, 0.581], [-3.243, 0.296, -1.358], [-4.540, -1.390, 0.020], [-3.034, -2.066, 0.645], [-3.550, -2.195, -1.118], [0.010, 0.223, 1.231], [2.514, -1.134, -1.291], [0.252, -0.989, -0.094], [0.812, 2.677, 0.896], [-0.418, 2.509, -0.254], [1.012, 3.051, -0.770], [4.305, -0.841, 0.381], [3.486, -2.453, 0.241], [3.019, -1.525, 1.642], [0.885, 0.977, -1.568], [2.465, 0.886, 0.877], [-2.844, 1.472, 1.006]],
  "mulliken_charge": [0.1286, 0.0770, -1.3640, -0.2784, -1.6718, -0.9244, -0.0950, -0.1836, -0.2905, -0.2867, 0.4654, 0.3898, 0.2998, 0.3444, 0.3510, 0.2422, 0.4401, 0.4475, 0.4652, 0.4369, 0.3106, 0.3497, 0.2851, 0.3709, 0.3989, 0.2915],
  "energy_ha": -440.1650,
  "e_above_lowest_kcal_mol": 136.03,
  "smiles": "CNN[C@H](C)CC1=[NH+][C@@H]1C",
  "homo_ev": [-11.9, -11.9],
  "charge": 1
}

***

{
  "formula": "C7H16N3",
  "method": "the ωB97M-V functional and the def2-TZVPD basis",
  "symbols": ["C", "C", "C", "C", "C", "C", "C", "N", "N", "N", "H", "H", "H", "H", "H", "H", "H", "H", "H", "H", "H", "H", "H", "H", "H", "H"],
  "positions_angstrom": [[-0.276, 1.134, -0.534], [-1.894, -0.568, -0.606], [1.663, -0.431, -0.126], [-0.424, 1.817, 0.816], [-2.716, -0.665, 0.673], [2.649, 0.726, -0.229], [2.108, -1.760, 0.130], [-1.672, 0.780, -0.990], [0.398, -0.198, -0.433], [-0.590, -1.174, -0.563], [0.247, 1.863, -1.169], [-2.484, -0.948, -1.414], [-1.448, 1.881, 1.191], [-0.031, 2.790, 0.847], [0.081, 1.149, 1.673], [-3.734, -0.688, 0.511], [-2.433, 0.148, 1.325], [-2.443, -1.622, 1.241], [3.618, 0.637, 0.438], [2.079, 1.639, 0.076], [2.967, 0.951, -1.222], [3.125, -1.800, 0.374], [2.173, -2.362, -0.818], [1.464, -2.396, 0.687], [-2.038, 1.169, -1.866], [-0.388, -2.073, -0.013]],
  "mulliken_charge": [-0.0726, -0.0189, 1.2461, -1.3314, -1.1088, -1.1255, -1.6703, -0.3740, 0.4373, -0.5164, 0.4223, 0.4534, 0.4050, 0.3540, 0.3125, 0.3779, 0.2199, 0.2696, 0.3722, 0.2331, 0.3392, 0.4188, 0.3769, 0.4315, 0.2928, 0.2554],
  "energy_ha": -440.2643,
  "e_above_lowest_kcal_mol": 73.70,
  "smiles": "CC(C)=[N+]1N[C@@H](C)N[C@H]1C",
  "homo_ev": -12.9,
  "charge": 1
}